Record 1
{"formula": "C3H3NO3S", "method": "wB97M-V/def2-TZVPD", "charge": 0, "max_force_ev_per_a": 8.2, "de_lowest_kcal_mol": 92.45, "e_homo_ev": -9.8, "energy_ev": -21623.8789, "species": ["O", "C", "C", "C", "O", "O", "N", "S", "H", "H", "H"], "coordinates": [[-0.470, -0.449, -2.442], [-0.340, -0.163, -1.302], [-1.088, -0.349, -0.040], [-0.526, 0.321, 0.893], [-0.777, 0.342, 2.253], [0.417, 1.150, 0.461], [0.746, 0.653, -0.865], [2.400, 0.726, -1.157], [-1.849, -1.303, 0.034], [-1.382, -0.460, 2.509], [2.869, -0.470, -0.344]], "forces_ev_per_a": [[-0.40, -1.04, -0.98], [0.42, 0.96, 1.61], [-3.97, -6.15, -3.69], [0.21, 1.43, 4.21], [-0.81, -1.59, -0.92], [1.08, -0.23, 0.51], [0.92, 1.57, 0.57], [-0.12, -2.29, 1.20], [1.93, 2.99, -0.01], [1.63, 2.27, -1.04], [-0.88, 2.07, -1.46]], "mulliken_charge": [-0.5473, 0.3273, -0.3335, 0.6300, -0.5046, -0.2702, 0.1000, -0.0737, 0.1805, 0.3496, 0.1419]}

Record 2
{"formula": "C3H3NO4", "method": "wB97M-V/def2-TZVPD", "charge": 0, "max_force_ev_per_a": 8.8, "de_lowest_kcal_mol": 88.44, "e_homo_ev": -8.6, "energy_ev": -12836.4880, "species": ["C", "C", "C", "H", "H", "H", "N", "O", "O", "O", "O"], "coordinates": [[-1.223, -0.021, 0.163], [0.637, 0.710, -0.062], [0.733, -0.638, -0.028], [-2.975, 0.692, -0.323], [2.387, 1.310, -0.536], [2.607, -1.380, 0.912], [-0.675, 1.151, 0.149], [-2.623, -0.161, -0.102], [1.638, 1.623, -0.007], [1.798, -1.513, -0.117], [-0.585, -1.071, 0.035]], "forces_ev_per_a": [[-7.46, 4.32, -1.61], [0.64, 1.10, 1.32], [2.03, -0.25, -0.60], [0.02, 0.89, -0.01], [-0.17, 0.04, 0.16], [-3.75, -0.51, -4.22], [1.57, -1.40, -0.32], [2.65, -1.24, 1.28], [0.14, -0.21, -0.46], [1.72, 1.55, 4.16], [2.62, -4.29, 0.30]], "mulliken_charge": [0.6923, 0.4850, 0.2090, 0.3331, 0.3523, 0.3788, -0.6028, -0.4930, -0.5102, -0.6138, -0.2307]}

Record 3
{"formula": "C3H3NOS2", "method": "wB97M-V/def2-TZVPD", "charge": 0, "max_force_ev_per_a": 4.7, "de_lowest_kcal_mol": 58.74, "e_homo_ev": -9.5, "energy_ev": -28365.2869, "species": ["O", "C", "S", "C", "S", "H", "H", "C", "N", "H"], "coordinates": [[-1.205, 1.233, -0.006], [-0.066, 0.941, -0.040], [1.411, 1.184, 0.837], [0.970, 0.267, -0.793], [1.590, 0.798, -2.397], [1.143, -0.744, -0.793], [0.506, 1.452, -2.838], [-1.223, -1.216, 2.134], [-0.590, -1.335, 1.148], [-1.782, -1.077, 3.012]], "forces_ev_per_a": [[-0.89, 0.34, -0.22], [0.33, -0.05, 0.06], [0.29, -0.13, -0.52], [0.66, 2.28, -0.76], [-0.08, 0.34, 0.13], [-0.11, -2.33, 0.88], [-0.05, 0.06, 0.17], [2.51, -0.52, -3.91], [-2.25, -0.06, 3.57], [-0.41, 0.07, 0.60]], "mulliken_charge": [-0.4793, 0.4419, -0.0834, -0.2079, -0.2485, 0.4145, 0.1558, 0.1174, -0.4171, 0.3066]}

Record 4
{"formula": "C3H3NOS2", "method": "wB97M-V/def2-TZVPD", "charge": 0, "max_force_ev_per_a": 5.1, "de_lowest_kcal_mol": 60.48, "e_homo_ev": -8.4, "energy_ev": -28365.2112, "species": ["C", "C", "C", "H", "H", "H", "N", "O", "S", "S"], "coordinates": [[-1.742, -0.882, -0.043], [-0.366, -0.436, -0.150], [1.327, 1.157, 0.056], [-1.761, -2.059, -0.043], [1.315, 1.616, 1.028], [1.857, 1.705, -0.783], [0.597, -1.257, 0.003], [-0.085, 0.823, -0.144], [-3.139, -0.026, 0.044], [1.998, -0.640, 0.032]], "forces_ev_per_a": [[-1.36, -2.23, -0.36], [-0.52, -1.81, 1.04], [-0.27, -1.75, -1.05], [-0.01, 2.35, 0.07], [0.70, 0.42, 0.23], [-1.27, -0.30, 1.06], [-3.92, -2.80, -0.51], [0.92, 3.96, -0.87], [1.45, -0.51, -0.07], [4.27, 2.66, 0.45]], "mulliken_charge": [-0.3712, 0.7597, -0.3003, 0.2633, 0.2874, 0.2653, -0.3566, -0.3428, -0.1925, -0.0123]}

Record 5
{"formula": "C3H3NOS2", "method": "wB97M-V/def2-TZVPD", "charge": 0, "max_force_ev_per_a": 2.9, "de_lowest_kcal_mol": 46.22, "e_homo_ev": -8.3, "energy_ev": -28365.8297, "species": ["C", "C", "C", "N", "O", "S", "S", "H", "H", "H"], "coordinates": [[1.455, 1.452, -0.922], [0.007, 2.821, -0.899], [-0.399, 0.376, 0.216], [0.929, 0.352, -0.309], [0.089, 3.911, -1.376], [2.769, 1.600, -1.850], [-1.365, 1.895, -0.339], [-0.985, -0.502, 0.060], [-0.461, 0.405, 1.292], [1.665, -0.400, -0.080]], "forces_ev_per_a": [[-2.44, 1.03, -0.52], [2.37, -1.33, -0.96], [-0.77, 1.09, 0.96], [2.45, 0.25, -0.35], [-0.09, -1.63, 0.95], [-0.22, 0.14, 0.72], [0.51, -0.75, 0.22], [-0.32, -0.65, -1.25], [0.58, 0.49, 0.69], [-2.08, 1.36, -0.46]], "mulliken_charge": [0.0050, 0.4354, -0.4970, -0.1732, -0.4137, -0.2929, -0.0820, 0.3852, 0.3291, 0.3040]}

Record 6
{"formula": "C3H3NS", "method": "wB97M-V/def2-TZVPD", "charge": 0, "max_force_ev_per_a": 3.7, "de_lowest_kcal_mol": 57.20, "e_homo_ev": [-8.0, -8.0], "energy_ev": -15481.2768, "species": ["C", "C", "C", "N", "S", "H", "H", "H"], "coordinates": [[1.005, -0.350, -0.033], [2.346, -0.688, 0.058], [-1.277, 0.544, 0.044], [-0.087, 0.095, -0.045], [3.797, 0.255, 0.007], [2.568, -1.737, -0.045], [-2.206, -0.184, 0.104], [-1.603, 1.553, -0.102]], "forces_ev_per_a": [[2.68, 0.17, -0.03], [1.02, 0.97, -0.81], [-3.00, -2.11, -0.18], [-1.11, 0.47, 0.49], [-2.35, -0.74, 0.21], [-0.41, -0.50, 0.36], [2.39, 1.16, -0.06], [0.78, 0.58, 0.04]], "mulliken_charge": [0.4746, -0.7310, -0.2449, 0.0216, -0.2381, 0.2739, 0.1848, 0.2591]}

Record 7
{"formula": "C3H3NS", "method": "wB97M-V/def2-TZVPD", "charge": 0, "max_force_ev_per_a": 5.4, "de_lowest_kcal_mol": 112.57, "e_homo_ev": [-9.2, -7.7], "energy_ev": -15478.8754, "species": ["C", "C", "C", "N", "S", "H", "H", "H"], "coordinates": [[-0.206, 1.989, -0.130], [0.009, 0.843, -0.545], [0.120, -0.358, -1.045], [-0.071, -0.923, 1.176], [0.629, -1.415, -2.043], [-0.323, 3.016, 0.044], [0.759, -1.575, 1.236], [-0.918, -1.576, 1.307]], "forces_ev_per_a": [[0.59, -2.71, -1.13], [-1.13, 5.12, 1.06], [0.65, -2.72, 1.52], [-0.38, -1.52, -0.20], [-0.08, -0.39, -0.73], [-0.09, 0.60, 0.29], [-1.05, 0.62, -0.26], [1.48, 0.99, -0.56]], "mulliken_charge": [-0.1162, 0.3529, -0.2234, -0.6113, -0.2626, 0.4336, 0.2178, 0.2092]}

Record 8
{"formula": "C3H3NS2", "method": "wB97M-V/def2-TZVPD", "charge": 0, "max_force_ev_per_a": 5.0, "de_lowest_kcal_mol": 124.27, "e_homo_ev": -10.3, "energy_ev": -26313.8987, "species": ["C", "C", "C", "N", "S", "S", "H", "H", "H"], "coordinates": [[0.157, 1.491, 0.781], [0.179, 2.683, 0.773], [-0.005, -1.231, 0.119], [0.255, -0.639, 1.169], [-0.437, -0.570, -1.471], [0.048, -3.012, 0.130], [-0.397, 0.695, -1.013], [0.212, 3.732, 0.712], [-0.011, -3.148, -1.202]], "forces_ev_per_a": [[0.11, -4.90, 0.85], [0.04, 0.52, -0.09], [-0.58, -0.15, -2.65], [0.34, 4.21, 1.26], [0.03, -0.33, 0.24], [0.05, -0.07, 0.37], [0.03, 0.10, -0.04], [-0.02, 0.52, 0.00], [-0.01, 0.10, 0.04]], "mulliken_charge": [-0.3305, -0.2890, 0.5973, -0.3111, -0.1787, -0.1692, 0.1591, 0.3736, 0.1484]}

Record 9
{"formula": "C3H3NS2", "method": "wB97M-V/def2-TZVPD", "charge": 0, "max_force_ev_per_a": 3.1, "de_lowest_kcal_mol": 122.17, "e_homo_ev": [-7.9, -7.9], "energy_ev": -26313.9897, "species": ["C", "C", "C", "N", "S", "S", "H", "H", "H"], "coordinates": [[0.651, -0.837, 0.382], [1.114, 0.477, 0.088], [-1.215, 1.228, -0.941], [-0.522, -1.327, 0.221], [-1.512, -2.525, 0.137], [0.187, 1.867, -0.459], [1.392, -1.327, 0.911], [2.062, 0.568, 0.578], [-2.157, 1.876, -0.917]], "forces_ev_per_a": [[-0.33, 2.97, -0.90], [-1.05, -1.25, 0.09], [-1.55, -0.13, 0.25], [-1.48, -0.50, -0.50], [0.61, 0.39, 0.14], [0.22, -0.47, 0.67], [1.31, -1.82, 0.96], [0.56, 1.07, -0.33], [1.72, -0.26, -0.37]], "mulliken_charge": [0.0592, -0.3601, -0.4138, -0.1385, -0.0788, 0.0078, 0.3708, 0.3155, 0.2378]}

Record 10
{"formula": "C3H3NS2", "method": "wB97M-V/def2-TZVPD", "charge": 0, "max_force_ev_per_a": 6.0, "de_lowest_kcal_mol": 52.66, "s2": 2.017, "e_homo_ev": [-6.4, -9.2], "energy_ev": -26314.4308, "spin_multiplicity": 3, "species": ["C", "C", "C", "N", "S", "S", "H", "H", "H"], "coordinates": [[1.144, -0.086, -0.106], [1.980, -0.788, -0.865], [-1.321, 0.277, 0.527], [0.366, 0.590, 0.527], [-2.007, -1.021, -0.028], [-1.942, 1.725, 1.024], [2.254, -0.287, -1.738], [2.648, -1.526, -0.360], [-3.122, 1.116, 1.019]], "forces_ev_per_a": [[0.03, -0.82, -0.60], [0.28, -0.12, 2.72], [5.60, 1.86, 0.86], [-2.68, -0.77, 0.00], [-1.04, -3.07, -1.47], [-1.05, 1.60, 0.50], [0.49, 0.20, -1.57], [-0.80, 0.53, -0.78], [-0.82, 0.59, 0.34]], "mulliken_charge": [0.5687, -0.8687, 0.3908, -0.3759, -0.1809, -0.1796, 0.2805, 0.2541, 0.1110]}